1.
The following is a DFT calculation (the ωB97M-V functional and the def2-TZVPD basis) of C31H37CoN7O2SSbSe as an isolated structure.

```
81
Properties=species:S:1:pos:R:3:forces:R:3
Co -0.0270 -0.0918 1.2767 -0.13 1.11 0.24
O 0.1827 3.0334 -2.0571 -0.08 -0.01 0.07
C -0.7928 3.8454 -1.5776 -0.12 -0.13 0.06
C -0.9586 5.0805 -2.1848 -0.02 0.15 -0.09
C -1.9721 5.9185 -1.7673 0.00 0.11 -0.06
C -2.8386 5.5419 -0.7415 -0.08 0.08 -0.02
C -2.6684 4.3258 -0.1258 0.11 -0.06 0.05
C -1.6332 3.4588 -0.5151 0.10 -0.13 -0.07
C -1.4235 2.2020 0.2178 -0.06 -0.18 0.05
O -0.4747 1.3733 -0.1415 -0.24 0.29 0.13
N -2.2374 1.9511 1.2448 0.31 0.08 -0.21
N -1.8261 0.8336 1.8619 0.12 -0.24 -0.03
C -2.4434 0.3582 2.8724 -0.06 -0.12 0.17
C -1.8590 -0.8524 3.4529 0.09 -0.01 -0.06
C -2.2992 -1.3881 4.6551 -0.16 0.04 0.06
C -1.6655 -2.5030 5.1727 -0.02 -0.05 0.11
C -0.6200 -3.0824 4.4637 -0.07 -0.07 0.10
C -0.2513 -2.5151 3.2636 -0.08 0.20 -0.24
N -0.8409 -1.4163 2.7650 0.18 -0.21 0.04
H 0.0438 2.1916 -1.5886 0.29 -0.20 0.06
H -0.2915 5.3567 -2.9922 -0.05 -0.02 0.03
H -2.1009 6.8784 -2.2539 0.02 -0.05 0.03
H -3.6355 6.2046 -0.4306 0.03 -0.04 -0.02
H -3.3192 4.0171 0.6788 0.01 0.01 0.02
H -3.3232 0.8307 3.2981 0.00 0.00 0.00
H -3.1268 -0.9155 5.1721 0.09 -0.05 0.00
H -1.9820 -2.9199 6.1224 0.01 0.03 -0.09
H -0.1067 -3.9622 4.8298 -0.05 0.05 -0.03
H 0.5360 -2.9493 2.6603 0.08 0.08 0.02
C -4.9050 -2.7842 -0.8362 0.01 0.00 0.08
C -4.1220 -2.2345 0.3551 0.12 0.23 0.01
Sb -2.0823 -1.8424 -0.2408 -0.02 -0.48 -0.54
C -1.2802 -3.8386 -0.2053 0.00 0.08 -0.09
C -0.9944 -4.3845 -1.6061 -0.04 0.00 0.12
C -2.1901 -1.3879 -2.3319 -0.13 0.35 0.19
C -2.6693 0.0432 -2.5893 0.00 -0.07 -0.06
H -5.9291 -2.9920 -0.5179 0.03 -0.02 -0.03
H -4.4837 -3.7196 -1.2131 -0.01 0.05 0.02
H -4.9591 -2.0713 -1.6602 0.00 -0.02 0.06
H -4.0311 -2.9560 1.1676 -0.04 0.02 0.01
H -4.5488 -1.3151 0.7512 -0.04 -0.01 -0.01
H -2.0179 -4.4407 0.3306 0.05 0.01 -0.03
H -0.3708 -3.8117 0.3953 -0.02 -0.04 0.02
H -1.9042 -4.4847 -2.2004 0.04 0.02 0.03
H -0.5399 -5.3740 -1.5295 -0.02 0.03 -0.01
H -0.3007 -3.7435 -2.1533 0.00 -0.02 0.03
H -2.8638 -2.1322 -2.7587 0.04 -0.01 -0.03
H -1.1874 -1.5605 -2.7159 0.05 -0.02 -0.02
H -3.6951 0.1972 -2.2444 0.07 -0.01 0.00
H -2.6490 0.2582 -3.6601 -0.02 -0.02 0.07
H -2.0329 0.7770 -2.0910 -0.03 -0.06 -0.05
S 1.0691 1.5362 2.8399 -0.05 -0.32 -0.20
C 2.3342 0.6261 3.4959 0.23 -0.22 0.13
N 3.1810 1.2397 4.3792 -0.03 0.05 -0.04
C 4.2517 0.6335 4.9312 -0.03 0.31 0.13
C 4.5155 -0.6572 4.6180 0.13 -0.27 -0.02
C 3.6160 -1.2719 3.7398 -0.23 -0.01 -0.16
N 2.5663 -0.6718 3.2091 -0.04 0.02 -0.11
H 2.9753 2.2037 4.6045 0.02 0.09 0.03
H 4.8542 1.2226 5.6085 -0.05 0.05 -0.01
H 5.3643 -1.1791 5.0316 -0.02 0.01 -0.01
H 3.7622 -2.3102 3.4553 -0.03 0.05 0.02
C 2.8491 -1.9282 -3.2277 0.07 0.24 0.03
N 2.8604 -0.6071 -2.5942 0.01 -0.16 -0.28
C 2.2220 -0.2302 -1.4777 0.07 0.05 -0.10
Se 1.2606 -1.3621 -0.3414 0.07 -0.76 0.05
N 2.4690 1.0628 -1.2758 -0.02 0.45 0.09
C 3.2701 1.5717 -2.2924 -0.06 -0.01 0.17
C 3.7848 2.8379 -2.5303 -0.03 0.14 0.11
C 4.5768 2.9741 -3.6508 0.05 0.03 -0.07
C 4.8494 1.8880 -4.4999 -0.03 0.01 0.01
C 4.3305 0.6318 -4.2578 0.05 -0.09 -0.11
C 3.5296 0.5035 -3.1310 -0.08 -0.35 0.00
H 2.3472 -2.6369 -2.5818 -0.06 -0.03 0.11
H 3.8719 -2.2597 -3.3955 0.01 0.04 0.04
H 2.3302 -1.8727 -4.1832 -0.01 0.04 0.01
H 2.0768 1.5969 -0.5170 -0.15 0.02 0.11
H 3.5741 3.6726 -1.8720 0.00 -0.07 -0.08
H 5.0000 3.9428 -3.8861 -0.02 -0.06 0.02
H 5.4801 2.0416 -5.3649 -0.01 0.00 0.01
H 4.5391 -0.2062 -4.9118 -0.01 0.08 0.03
```
Forces are in eV/Å.

## Properties
Highest occupied orbital energy (spin up / spin down): -12.405 / -12.404 eV
E_tot: -167606.9981 eV
Spin multiplicity: 5
Total charge: +2
Gap between HOMO and LUMO (spin up / spin down): 7.02 / 4.70 eV

***

2.
The following is a DFT calculation (the ωB97M-V functional and the def2-TZVPD basis) of C25H23B2BrCuF6N5O2S as an isolated structure.

```
66
Properties=species:S:1:pos:R:3:forces:R:3
Cu -0.3086 -0.6930 0.3317 -0.36 0.15 -0.07
Br 0.6932 4.7242 -5.8982 0.06 -0.01 0.09
C 1.8775 4.5345 -4.4201 -0.11 0.06 -0.09
C 2.4142 3.2907 -4.1319 -0.01 0.00 0.02
C 3.2797 3.1597 -3.0622 0.16 0.13 0.04
C 3.6366 4.2705 -2.2851 -0.65 -0.26 -0.76
C 3.0829 5.5124 -2.6054 0.19 -0.16 0.22
C 2.1957 5.6453 -3.6582 -0.09 -0.04 -0.08
N 4.6708 4.2076 -1.3421 0.63 0.20 0.50
N 4.8648 3.2491 -0.5583 0.23 0.41 -0.05
C 3.9439 2.2475 -0.2986 -0.47 -0.57 0.11
C 4.4903 0.9877 -0.0442 -0.01 0.44 -0.18
C 3.7247 -0.1543 0.0682 -0.18 -0.24 -0.02
C 2.3188 -0.1048 -0.0058 0.19 -0.17 -0.04
O 1.5837 -1.1425 0.0379 0.45 -0.04 0.00
C 1.7247 1.2253 -0.0932 0.12 0.37 -0.01
N 0.3786 1.2788 0.0150 -0.05 -0.05 -0.07
C -0.2452 2.4330 -0.0470 -0.03 -0.11 0.08
C 0.4605 3.6420 -0.1219 0.20 0.07 -0.01
C 1.8299 3.6176 -0.1823 -0.23 0.04 0.07
C 2.5158 2.3863 -0.2393 0.11 -0.18 0.23
H 2.1530 2.4298 -4.7315 0.00 0.01 -0.01
H 3.6999 2.1909 -2.8244 -0.02 0.01 -0.06
H 3.3513 6.3761 -2.0094 0.07 0.00 -0.02
H 1.7616 6.6071 -3.8941 0.01 0.00 0.00
H 5.5720 0.9207 -0.0219 0.00 0.02 0.04
H 4.1860 -1.1263 0.1876 0.00 0.02 0.02
H -1.3279 2.3993 -0.0017 0.01 0.02 0.02
H -0.0759 4.5810 -0.1046 -0.01 0.00 0.01
H 2.3858 4.5435 -0.1587 -0.01 0.00 -0.04
F 0.9127 -3.8487 0.8313 -0.18 0.06 0.04
B 0.2292 -3.5877 -0.2789 0.66 -0.14 -0.02
F 0.8953 -3.5867 -1.4293 -0.21 0.08 -0.02
F -3.0682 0.7691 1.1707 -0.01 0.00 -0.05
B -3.2996 0.1270 -0.0554 0.12 -0.01 -0.06
F -2.2281 -0.8675 -0.2187 -0.43 0.00 -0.01
F -3.1862 1.0333 -1.1074 -0.01 -0.04 0.07
F -4.5035 -0.5514 -0.0691 0.06 0.03 0.00
C 0.7364 -1.1955 4.5491 -0.06 0.06 -0.08
C -0.6268 -0.5041 4.6706 0.05 -0.08 -0.02
C -1.3343 -0.8858 3.3640 -0.05 0.01 0.12
O -0.3105 -1.3774 2.4740 -0.04 0.06 0.04
C 0.9727 -1.1226 3.0500 0.06 -0.03 0.12
H 0.6773 -2.2353 4.8762 0.01 -0.01 -0.02
H 1.5234 -0.6933 5.1108 -0.01 -0.02 0.04
H -0.4924 0.5763 4.7365 -0.02 0.01 -0.02
H -1.1946 -0.8288 5.5415 0.02 0.03 0.03
H -1.8511 -0.0486 2.8988 0.00 -0.02 -0.04
H -2.0531 -1.6948 3.5111 0.00 0.00 -0.04
H 1.3218 -0.1213 2.7662 -0.01 -0.03 -0.04
H 1.6645 -1.8606 2.6497 0.00 0.01 -0.01
N -5.9207 -4.8008 -1.4930 0.29 0.22 -0.13
C -5.2935 -4.6388 -0.2834 -0.59 -0.12 0.25
S -6.1161 -5.1236 1.0974 0.12 0.01 -0.08
C -3.9686 -4.1177 -0.2707 0.43 0.14 -0.06
C -3.2628 -3.7355 -1.4566 -0.17 -0.06 0.06
C -1.9430 -3.4700 -1.4335 0.12 -0.02 -0.09
N -1.1995 -3.5633 -0.2638 -0.40 0.09 0.05
C -1.9133 -3.6951 0.9295 0.16 -0.09 0.09
C -3.2309 -3.9622 0.9432 -0.16 -0.01 -0.08
H -6.9071 -4.9833 -1.4381 -0.04 -0.01 0.05
H -5.6195 -4.2371 -2.2719 -0.07 -0.05 0.03
H -3.7804 -3.6213 -2.3991 0.13 -0.03 -0.04
H -1.3905 -3.1639 -2.3091 -0.01 -0.04 -0.01
H -1.3231 -3.5667 1.8245 -0.03 -0.02 -0.01
H -3.7541 -4.0560 1.8827 0.03 -0.07 0.02
```
Forces are in eV/Å.

## Properties
Highest occupied orbital energy (spin up / spin down): -4.246 / -4.844 eV
E_tot: -181031.2899 eV
Spin multiplicity: 2
Total charge: -1
Gap between HOMO and LUMO (spin up / spin down): 6.17 / 6.20 eV

***

3.
The following is a DFT calculation (the ωB97M-V functional and the def2-TZVPD basis) of C21H18N5O2S2Tc as an isolated structure.

```
49
Properties=species:S:1:pos:R:3:forces:R:3
Tc -0.4961 -1.8077 -0.2598 0.49 -0.56 -0.09
C 5.0740 -1.6190 -1.5490 0.00 0.03 0.00
C 4.6462 -0.2803 -1.4523 -0.02 0.02 0.00
C 3.3182 0.0145 -1.3174 0.04 0.06 -0.01
C 2.3719 -1.0484 -1.2705 -0.06 -0.07 -0.07
C 2.8138 -2.4012 -1.3865 0.06 -0.04 -0.02
C 4.1462 -2.6735 -1.5155 -0.07 -0.03 0.00
N 1.0419 -0.8410 -1.1379 -0.28 0.06 -0.18
N 0.6089 0.5148 -0.9839 -1.13 -1.00 0.63
C -1.8296 0.3108 -0.8408 -2.35 -1.21 1.58
C -2.8423 1.2308 -0.7337 0.47 0.77 -0.43
C -4.0932 0.8856 -1.2483 0.00 0.03 -0.16
C -4.3126 -0.3767 -1.7762 -0.08 0.21 0.07
C -3.2911 -1.3048 -1.7216 0.49 -0.26 -0.08
N -2.0923 -0.9637 -1.2283 0.00 0.16 -0.48
H 6.1291 -1.8360 -1.6515 0.01 0.00 0.00
H 5.3795 0.5142 -1.4718 0.00 0.01 0.00
H 2.9881 1.0384 -1.2122 0.01 0.00 0.03
H 2.0842 -3.2019 -1.3930 0.01 -0.01 0.02
H 4.4900 -3.6948 -1.6021 -0.01 -0.01 0.00
H -2.6603 2.2211 -0.3378 -0.02 -0.08 0.25
H -4.8957 1.6106 -1.2071 -0.03 -0.01 -0.01
H -5.2739 -0.6671 -2.1756 -0.04 0.02 0.03
H -3.4281 -2.3319 -2.0333 0.03 -0.01 0.00
O -0.5405 -2.5517 3.9546 0.00 -0.01 -0.04
C -0.5646 -1.2963 4.4220 -0.04 0.02 0.10
C -0.5780 -1.0340 5.7903 0.01 0.04 -0.02
C -0.5960 0.2646 6.2536 0.00 -0.11 -0.02
C -0.6031 1.3501 5.3689 0.01 0.05 -0.17
C -0.5956 1.1126 4.0213 0.02 0.14 0.18
C -0.5786 -0.2085 3.5114 0.01 -0.09 -0.20
C -0.5791 -0.3751 2.0953 0.18 -0.18 0.22
O -0.5583 -1.6351 1.5730 0.07 0.09 0.33
N -0.6109 0.6403 1.2452 -0.22 0.08 -0.12
N -0.6428 0.1316 -0.0222 0.93 1.32 -1.06
C 0.1120 1.1427 -2.1364 2.47 0.66 -0.26
S 0.1707 0.4333 -3.6612 -0.20 -0.25 -0.11
C 0.2364 2.0092 -4.5830 -0.17 -0.07 -0.05
C -0.4533 3.0657 -3.7432 0.02 0.09 0.00
S 0.1206 2.8313 -2.0353 -0.62 0.11 0.12
H -0.5440 -3.1830 4.6872 0.00 0.02 0.01
H -0.5721 -1.8619 6.4890 0.00 -0.01 0.00
H -0.6041 0.4422 7.3209 0.00 0.00 0.00
H -0.6142 2.3605 5.7504 0.00 0.01 -0.01
H -0.5997 1.9362 3.3215 -0.01 0.00 0.01
H -0.2734 1.8492 -5.5331 0.04 0.03 -0.01
H 1.2920 2.2172 -4.7662 -0.01 -0.01 0.04
H -1.5400 2.9908 -3.7842 0.01 -0.01 0.08
H -0.1605 4.0755 -4.0337 0.00 -0.03 -0.05
```
Forces are in eV/Å.

## Properties
Highest occupied orbital energy (spin up / spin down): -16.118 / -16.116 eV
E_tot: -57451.0527 eV
Spin multiplicity: 2
Total charge: +3
Gap between HOMO and LUMO (spin up / spin down): 5.06 / 4.44 eV

***

4.
The following is a DFT calculation (the ωB97M-V functional and the def2-TZVPD basis) of C15H26MgNO2P as an isolated structure.

```
46
Properties=species:S:1:pos:R:3:forces:R:3
C -0.2891 0.4684 -3.6848 0.15 0.17 0.05
C -0.2439 1.4343 -2.6768 0.12 -0.05 0.60
C 0.1644 1.1066 -1.3543 -0.25 0.39 -1.53
C 0.4739 -0.2217 -1.0776 0.57 -0.38 0.89
C 0.2577 -1.2031 -2.0487 -0.24 0.55 -1.50
C -0.0324 -0.8658 -3.3830 -0.11 -0.14 0.59
C 0.3050 2.2145 -0.3286 0.29 0.42 0.18
C -1.0060 2.9665 0.0165 0.06 0.03 0.14
N -2.0337 2.1754 0.6381 0.24 -0.18 0.16
Mg 1.9554 -0.8423 0.4115 -0.74 1.18 0.02
C 0.3153 -2.6494 -1.6474 0.70 -0.59 0.81
P 0.1440 -2.6558 0.2088 0.06 -0.39 -0.77
H -0.4900 2.4739 -2.9055 0.05 -0.23 -0.08
H -0.0401 -1.6478 -4.1489 -0.19 0.31 0.15
H -0.5027 0.7565 -4.7140 -0.03 0.00 0.25
H 1.2635 -3.1344 -1.9189 -0.05 0.02 -0.03
H -0.4834 -3.2836 -2.0522 0.04 0.28 -0.11
H 0.7231 1.8178 0.6058 -0.24 0.07 -0.41
H 1.0494 2.9545 -0.7015 -0.42 -0.23 0.14
H -0.7951 3.8147 0.6865 0.24 -0.10 -0.24
C 0.2086 -4.4290 0.6027 -0.03 -0.08 -0.08
C -1.6704 -2.4252 0.2259 -0.13 0.25 0.44
H -1.4407 3.3911 -0.8930 0.10 0.11 -0.01
C -3.0022 1.5508 -0.2131 -0.01 0.18 -0.03
C -1.9964 1.8582 2.0418 0.00 -0.02 -0.11
H 1.4625 -1.6001 3.2383 0.22 0.27 0.06
H -3.9314 2.1522 -0.2921 0.09 -0.32 -0.05
H -2.5486 1.4688 -1.2140 -0.48 -0.28 0.26
H -3.2593 0.5534 0.1837 0.00 0.21 -0.33
H -2.6790 2.4791 2.6554 0.20 -0.04 -0.11
H -2.3231 0.8152 2.1847 0.22 0.15 0.09
H -0.9723 1.9642 2.4414 -0.39 -0.08 -0.14
H -2.1123 -3.3317 -0.2111 0.06 0.23 0.14
H -2.0173 -2.3070 1.2583 -0.12 0.00 -0.21
H -1.9676 -1.5528 -0.3666 0.18 -0.14 0.21
H -0.4328 -4.9510 -0.1179 0.20 -0.24 0.30
H 1.2482 -4.7756 0.5340 -0.34 -0.10 0.09
H -0.1732 -4.5518 1.6258 0.17 -0.22 -0.28
H 0.9208 -2.0885 3.3180 -0.20 -0.23 0.06
C 4.0564 1.9336 2.1511 0.16 0.23 -0.09
C 3.2916 0.8214 1.5142 -1.32 -0.85 -0.53
O 3.8630 -0.0051 0.7135 -0.75 0.24 0.65
O 2.0205 0.6984 1.7407 2.08 -0.18 0.29
H 4.9875 2.1251 1.6244 0.03 -0.15 0.00
H 4.2776 1.6886 3.1905 -0.05 -0.06 -0.02
H 3.4545 2.8383 2.1385 -0.12 0.00 0.08
```
Forces are in eV/Å.

## Properties
Highest occupied orbital energy: -7.165 eV
E_tot: -36295.7055 eV
Spin multiplicity: 1
Gap between HOMO and LUMO: 7.15 eV